The following is a quantum chemistry calculation of a structure of composition C12H11Cl2N5O3, from OMol25.

```
33
Properties=species:S:1:pos:R:3:forces:R:3
N 3.7631 -1.5060 -2.7674 -0.1 -1.8 -5.3
C 3.0622 -0.4943 -2.1464 3.8 -5.8 -0.7
N 2.6925 0.6203 -2.5480 1.7 1.3 -10.7
O 2.3251 1.3365 -1.5860 -2.0 4.5 -3.7
N 2.3385 0.6173 -0.6666 -0.2 -3.7 16.6
C 2.9670 -0.5428 -0.7770 -1.6 2.5 -0.5
C 3.1395 -1.6490 0.1523 -2.7 -8.2 -1.3
O 3.3478 -2.9335 -0.3392 0.5 6.1 1.8
N 2.4913 -1.6448 1.3249 -0.7 4.3 1.5
H 2.0417 -0.6047 1.5075 1.5 -3.5 -0.2
C 2.0972 -2.8060 2.3696 1.6 -3.7 -12.8
H 2.8938 -3.5882 2.1553 -1.0 1.0 1.3
H 1.9946 -2.2168 3.0533 -0.5 5.3 9.1
C 0.7471 -3.2858 1.8175 2.4 2.2 -6.8
N -0.3035 -2.3188 1.5188 0.7 -1.0 8.6
C -0.3300 -1.4967 0.5421 -0.9 3.1 -7.9
O 0.1939 -1.6150 -0.6143 -0.4 -0.3 3.4
C -1.3927 -0.4029 0.6086 -3.6 -6.6 6.0
C -1.3993 0.6607 -0.0777 6.8 2.1 -3.9
C -2.1036 1.7650 0.0512 -4.3 4.3 -2.2
C -3.3279 1.5366 0.6179 -0.8 1.7 3.2
C -3.4261 0.3823 1.5444 -7.8 2.0 -1.5
C -2.6477 -0.6532 1.4548 6.1 1.1 -2.5
H -2.7379 -1.4991 2.0111 -0.5 -2.3 1.3
H -4.6321 0.0767 1.8893 3.7 1.5 -0.4
Cl -4.5610 2.9041 0.7863 1.4 -1.9 -0.3
Cl -1.8157 3.3325 -1.0520 -0.2 -2.7 1.9
H -0.4473 0.7076 -0.6152 -0.2 0.4 -0.6
H -0.5702 -1.8977 2.5212 0.0 -0.7 -3.3
H 0.4615 -3.9766 2.4235 -2.6 -4.4 3.7
H 0.8707 -3.7516 0.7639 0.5 0.4 1.8
H 3.7321 -1.6149 -3.9526 -0.1 0.8 4.8
H 3.7427 -2.4701 -2.3161 -0.3 2.0 -0.3
```
Forces are in eV/Å.

The orbital gap comes out at 8.87 eV. Its strongest force on any atom is 17.0 eV/A. The HOMO energy comes out at -0.33677 Ha. For the LUMO energy, the calculation gives -0.29 eV. The electronic energy comes out at -1883.36013 Eh. The charge is 0.

***

The following is a quantum chemistry calculation of a cluster of 6 separate species, C27H51BrClFN7O5 in total, from OMol25.

```
93
Properties=species:S:1:pos:R:3:forces:R:3
C 2.3603 1.9608 6.0588 0.0 0.0 -0.1
C 1.7385 2.1423 4.6747 0.2 -0.4 0.1
C 1.7663 0.8294 3.8861 0.3 0.4 0.2
Cl 0.4981 -0.2865 4.4554 -0.2 -0.1 0.0
C 1.6913 0.9418 2.3885 0.2 -0.3 -0.3
C 2.6147 0.1955 1.6447 -0.4 0.4 -0.5
C 2.6378 0.2458 0.2582 0.0 -0.5 0.7
C 3.6608 -0.5209 -0.5530 0.2 0.5 0.2
C 4.8475 0.3808 -0.8745 -0.2 0.1 0.0
F 4.0948 -1.5761 0.2234 -0.1 -0.2 0.0
N 1.7195 1.0189 -0.3535 0.1 0.1 -0.1
Br 1.6801 1.1194 -2.2110 -0.1 0.1 0.0
C 0.8081 1.7415 0.3214 0.3 -0.1 0.1
C 0.7679 1.7206 1.6991 -0.4 0.0 -0.1
C -0.2857 2.5786 2.3294 0.1 0.0 0.2
C 0.2357 3.9796 2.5145 0.2 0.3 -0.2
N 0.8215 4.5470 1.5517 0.1 0.0 -0.1
H 3.4136 2.2193 6.0497 0.2 0.0 0.0
H 1.8735 2.5871 6.7957 -0.1 0.1 0.1
H 2.2815 0.9331 6.3872 -0.1 -0.3 0.2
H 0.7159 2.4789 4.7761 -0.2 0.2 -0.1
H 2.3163 2.8724 4.1114 -0.1 0.2 -0.1
H 2.7115 0.3528 4.1181 0.1 -0.3 0.1
H 3.3218 -0.4276 2.1584 0.2 -0.2 0.0
H 3.2230 -0.9254 -1.4588 -0.2 -0.2 0.0
H 5.5843 0.2396 -0.0925 0.2 -0.1 0.1
H 5.2686 0.1682 -1.8476 0.2 -0.2 -0.1
H 4.5647 1.4280 -0.8549 -0.1 0.2 -0.1
H 0.1269 2.3312 -0.2586 -0.2 0.1 -0.1
H -0.6333 2.1585 3.2625 -0.1 -0.1 0.1
H -1.1357 2.6197 1.6569 -0.2 -0.1 -0.1
H 0.1086 4.4721 3.4737 -0.2 0.0 0.2
H 1.1130 5.4885 1.8001 0.0 0.1 0.0
C -1.2411 -1.0794 -0.4791 0.1 0.1 0.0
C -2.3009 -0.0046 -0.3944 0.0 0.1 0.0
O -2.0520 1.1016 0.0908 0.1 0.0 0.0
N -3.5166 -0.2945 -0.8792 0.1 -0.1 0.1
C -3.9606 -1.5401 -1.4894 -0.3 0.3 0.0
H -0.3262 -0.6885 -0.0438 0.0 0.0 0.1
H -1.5294 -1.9740 0.0718 0.0 0.0 -0.1
H -1.0546 -1.3476 -1.5201 0.0 -0.1 0.0
H -4.1784 0.4624 -0.8025 0.0 0.0 0.0
H -4.2868 -1.3497 -2.5111 0.1 -0.1 -0.1
H -4.7907 -1.9575 -0.9185 0.0 -0.1 0.0
H -3.1525 -2.2612 -1.5142 0.0 0.0 0.0
C 4.8691 -4.0811 1.7537 0.0 0.0 0.1
C 5.1611 -5.3334 2.5511 -0.1 0.1 0.1
O 4.4451 -5.6468 3.4889 0.1 -0.2 -0.1
N 6.2432 -6.0718 2.2075 0.0 0.0 -0.1
C 7.1918 -5.8291 1.1370 0.0 -0.2 0.2
H 3.9796 -3.6364 2.1902 0.0 0.0 0.0
H 5.6927 -3.3693 1.8255 0.0 0.0 -0.1
H 4.6744 -4.2950 0.7030 0.1 0.0 0.0
H 6.3779 -6.8845 2.7885 0.0 0.0 0.0
H 7.1972 -6.6676 0.4395 0.0 0.0 -0.1
H 8.1978 -5.7136 1.5422 0.0 0.1 -0.1
H 6.9304 -4.9272 0.5939 0.0 0.0 0.0
C -3.3473 0.8730 -6.2219 0.1 0.0 0.1
C -4.0722 -0.3006 -5.6044 0.0 -0.1 0.0
O -3.5104 -1.0775 -4.8371 0.0 0.1 0.1
N -5.3697 -0.4643 -5.9352 0.0 0.1 0.0
C -6.1808 0.3573 -6.8268 -0.1 -0.6 0.2
H -2.3224 0.8685 -5.8634 0.0 0.0 0.0
H -3.3426 0.7955 -7.3089 0.0 0.1 0.0
H -3.8221 1.8128 -5.9376 0.0 0.0 -0.1
H -5.7991 -1.2642 -5.4976 0.0 0.0 0.0
H -7.0325 0.7615 -6.2841 0.0 0.1 -0.1
H -6.5516 -0.2586 -7.6478 0.0 0.1 -0.1
H -5.6102 1.1769 -7.2316 0.0 0.1 0.0
C 3.0055 -3.8723 5.3040 -0.1 0.2 0.2
C 2.8443 -2.9075 6.4497 0.0 0.1 0.0
O 3.4532 -1.8448 6.4880 -0.1 0.1 -0.1
N 1.9949 -3.2504 7.4502 0.0 0.0 -0.1
C 1.1985 -4.4571 7.5737 0.0 0.2 0.2
H 3.7191 -3.4587 4.6050 0.1 0.0 0.0
H 3.3798 -4.8333 5.6466 0.0 -0.1 -0.1
H 2.0534 -4.0228 4.7928 0.0 -0.1 0.0
H 1.9356 -2.5626 8.1844 0.0 0.0 0.0
H 0.1378 -4.2067 7.6277 0.0 -0.1 0.0
H 1.4693 -4.9978 8.4816 0.0 -0.1 0.0
H 1.3598 -5.1077 6.7216 0.0 0.0 0.0
C -7.4991 5.0171 -6.2064 0.0 -0.1 0.0
C -6.4626 4.4097 -7.1210 0.0 -0.1 -0.1
O -6.5262 3.2426 -7.4825 0.0 0.2 0.1
N -5.4487 5.2092 -7.5360 0.0 0.0 0.1
C -5.2141 6.6055 -7.2143 0.1 -0.2 -0.2
H -8.2349 4.2553 -5.9705 0.0 0.0 0.0
H -7.0422 5.3667 -5.2800 0.0 0.1 0.0
H -8.0022 5.8533 -6.6922 0.0 0.1 0.1
H -4.7952 4.7466 -8.1481 0.0 0.0 0.0
H -5.2108 7.2064 -8.1244 0.0 0.1 0.0
H -4.2477 6.7227 -6.7219 0.0 0.1 0.1
H -5.9880 6.9803 -6.5542 0.0 0.0 0.0
```
Forces are in eV/Å.

The orbital gap comes out at 7.24 eV. Its strongest force on any atom is 0.9 eV/A. The HOMO energy comes out at -0.40040 Ha. For the LUMO energy, the calculation gives -3.66 eV. The electronic energy comes out at -4952.79269 Eh. The charge is +1.

***

Which of these has the lowest electronic energy? C27H51BrClFN7O5